Record 1
Here is a 2-piece molecular cluster, C2H2O2S overall from the Open Molecules 2025 dataset. Energies are from ωB97M-V/def2-TZVPD.

Properties
Energy relative to the best compared isomer or geometry (same formula, charge and spin) (kJ/mol): 71.8
Frontier orbital gap (eV): 10.1297
Total charge: 0
2S+1: 1
DFT total energy (Ha): -626.035036
SMILES string: O=C=S.C=O

Structure (XYZ):
```
7
Properties=species:S:1:pos:R:3:forces:R:3
O -1.318 -1.940 -0.449 0.2471 1.1331 -0.2412
H 0.946 1.347 -0.669 -0.6744 0.8286 -0.2691
O 0.518 -0.161 0.515 1.7203 -0.6233 1.0339
S -2.176 0.366 0.591 -1.3476 2.1253 0.5429
C 1.298 0.613 0.050 -2.7930 0.4343 -1.8888
C -1.589 -0.872 -0.077 -0.3538 -3.2351 -0.4003
H 2.321 0.647 0.039 3.2014 -0.6629 1.2227
```
Positions in Å, forces in eV/Å.



Record 2
Here is C13H20AlF4N2OPSe3Te as an isolated structure from the Open Molecules 2025 dataset. Energies are from ωB97M-V/def2-TZVPD.

Properties
Energy relative to the best compared isomer or geometry (same formula, charge and spin) (kJ/mol): 147.1
Frontier orbital gap (eV): 5.4111
Total charge: 0
2S+1: 1
DFT total energy (Ha): -9147.784914

Structure (XYZ):
```
46
Properties=species:S:1:pos:R:3:forces:R:3
Al -0.066 -0.860 -0.012 0.1785 0.5271 0.4559
Se -4.713 0.679 0.484 0.9224 -0.0100 -1.3164
H -1.887 -0.028 4.362 -0.4886 0.1460 -1.6544
H -1.052 3.011 1.027 0.7905 0.7365 -0.6514
N 0.771 0.037 -1.391 0.0007 -1.3234 2.1235
C 1.879 -2.233 1.781 0.0233 0.5114 -0.9201
F -1.824 0.976 -1.435 1.1242 0.1722 -1.0319
H 2.957 -3.476 -0.233 -0.8431 1.1357 -0.2102
H 1.770 -1.360 2.433 0.2238 -0.3700 0.0249
H 2.160 -2.536 -1.557 -0.0141 0.1086 -0.0837
F -2.905 1.968 -3.758 2.4219 -0.4794 0.0179
H 3.652 -1.065 -0.287 0.0508 0.2140 0.0846
H 0.890 0.917 4.127 0.0285 0.2134 -0.0184
P -0.795 1.130 2.483 -2.1950 -1.1829 -1.6685
Se -5.044 -1.794 2.487 0.6295 -1.5699 -0.2665
C 0.235 0.430 -2.559 -0.3135 0.9781 -1.7620
C -0.798 1.569 -4.907 0.3738 0.0853 -0.5249
C -1.720 2.528 1.689 0.7857 -0.7328 1.9921
C 2.161 0.317 -1.058 0.7437 0.9053 -2.2025
F 1.000 0.616 -6.149 0.0278 0.4275 0.5748
C 0.417 0.842 -4.949 -1.1068 0.1358 -0.3781
H -0.293 2.215 4.518 0.1555 -0.2948 -0.2254
H 1.246 -3.612 -0.527 -0.6303 -0.0118 0.1470
C -1.582 1.506 -3.749 -1.3605 1.1026 -1.0383
H 0.929 2.532 3.296 0.2634 -0.1372 -0.0079
H -2.048 3.214 2.499 0.1068 -0.3552 -0.5400
C -1.045 1.032 -2.578 -0.2008 -1.0745 0.7817
O -0.009 0.283 1.422 -0.0329 0.6249 0.1913
H 2.302 1.391 -0.778 -0.1867 -0.6700 0.0849
C 0.903 0.240 -3.821 -0.7991 0.2572 1.7491
H 2.840 -2.761 1.880 -0.2231 0.3668 0.2577
F 1.964 -0.590 -3.798 0.0278 0.2122 -0.5216
N 1.757 -1.739 0.355 0.1819 0.3504 0.6884
H 2.921 -0.006 0.993 -0.4270 -0.9719 -1.3836
H -2.552 2.153 1.125 -0.6039 -0.4649 -0.1670
H 1.064 -2.935 1.969 0.0495 0.0711 -0.0519
C -1.988 -0.058 3.214 1.1085 0.6103 1.7207
H -3.033 0.092 2.871 0.5638 -0.2434 0.1181
Te -4.089 -1.749 0.173 -2.0714 1.5966 1.5298
H -1.552 -1.028 2.935 -0.6001 0.1041 -0.1449
C 0.306 1.747 3.719 0.0253 0.4498 0.4306
C 2.717 -0.595 0.027 -0.0290 -0.2936 2.0405
Se -1.631 -2.550 0.000 0.8538 0.0503 0.0839
C 2.033 -2.876 -0.534 1.1818 -0.9477 -0.2125
H 2.772 0.205 -2.002 -0.3816 0.0323 1.1113
H -1.019 2.219 -5.785 -0.3356 -0.9919 0.7737
```
Positions in Å, forces in eV/Å.



Record 3
Here is C37H46HfN5O4 as an isolated structure from the Open Molecules 2025 dataset. Energies are from ωB97M-V/def2-TZVPD.

Properties
Energy relative to the best compared isomer or geometry (same formula, charge and spin) (kJ/mol): 149.9
Frontier orbital gap (eV): 7.4838
Total charge: +1
2S+1: 1
DFT total energy (Ha): -2060.168239

Structure (XYZ):
```
93
Properties=species:S:1:pos:R:3:forces:R:3
H 1.452 2.697 -0.343 -0.0246 -0.0049 -0.0103
C -2.095 -0.901 0.472 -0.0626 -0.0098 -0.0102
H 4.391 1.563 3.750 0.0066 0.0112 0.0021
H 3.822 -2.367 -2.574 0.0031 0.0148 -0.0065
O -6.535 -1.351 3.710 -0.0201 0.0073 -0.0126
C -3.296 -1.043 1.283 -0.0068 -0.0051 0.0014
C -0.800 2.203 3.687 -0.0247 0.0124 0.0046
C -5.873 -1.441 4.978 -0.0053 -0.0077 0.0180
O -2.130 -0.788 -0.802 -0.0424 0.0049 -0.0354
H -5.998 -2.449 5.377 0.0062 -0.0152 -0.0146
H 3.061 -2.712 0.808 0.0029 0.0234 -0.0010
N 5.344 0.619 2.084 0.0486 0.0179 0.0290
H -2.260 -2.515 -2.725 -0.0041 -0.0127 -0.0110
H -1.479 -4.087 -2.863 -0.0184 0.0076 -0.0024
C 3.433 -1.597 -1.902 -0.0238 0.0412 -0.0532
H -2.797 2.941 3.450 0.0007 -0.0003 -0.0043
C -1.551 3.050 -3.731 0.0040 -0.0391 -0.0007
H -6.282 -0.691 5.651 0.0022 0.0131 -0.0066
H 1.877 -4.008 0.843 0.0012 0.0048 0.0109
H 1.637 -2.938 -4.497 0.0111 0.0132 -0.0141
C 4.790 0.128 0.984 0.0381 0.0112 -0.0115
C -2.079 4.729 -2.115 -0.0038 0.0098 -0.0491
C -4.320 -1.171 3.399 -0.0273 -0.0118 0.0063
C 1.037 -1.947 -2.732 -0.2275 0.0122 0.0979
N 1.408 0.963 0.884 0.1545 -0.0296 0.0048
H 3.155 -0.629 0.189 0.0334 -0.0449 -0.0379
H 1.365 1.961 -2.859 0.0065 -0.0064 -0.0093
C -1.126 2.218 -2.709 -0.0156 0.0351 0.0402
H -1.658 4.267 -0.076 0.0108 -0.0058 -0.0325
H 4.065 -0.180 3.555 0.0506 -0.0008 0.0266
H 1.525 -2.495 1.654 -0.0046 -0.0158 0.0100
O -0.931 -0.857 1.004 -0.0397 -0.0114 0.0122
C 1.997 -2.925 0.769 -0.0043 0.0349 -0.0045
H 2.833 1.592 -0.575 -0.0021 0.0093 -0.0016
C -1.186 2.610 -1.375 -0.0228 -0.0324 -0.0781
C -5.706 -1.251 1.409 -0.0381 -0.0036 -0.0035
H -2.437 5.722 -1.873 0.0003 -0.0045 -0.0046
C 1.357 -2.461 -0.510 0.0658 0.0425 -0.0907
H 7.062 0.960 0.971 -0.0128 -0.0036 -0.0062
C -1.647 3.903 -1.093 0.0038 -0.0158 0.0235
H 0.752 1.779 -4.505 -0.0087 -0.0011 0.0055
C 1.454 -1.908 -4.178 0.0381 0.0124 0.0254
C -0.775 1.966 0.915 -0.0714 0.0632 -0.0111
H -6.680 -1.322 0.946 0.0110 0.0012 -0.0028
C 1.968 -1.863 -1.659 0.0136 -0.0744 0.2664
C -5.563 -1.268 2.776 0.0345 -0.0030 0.0166
C -1.905 2.446 1.568 -0.0015 0.0046 0.0176
C 0.864 1.274 -3.543 0.0123 0.0615 0.0007
C -1.912 2.570 2.950 0.0128 -0.0042 0.0142
H 5.633 0.374 4.133 0.0059 -0.0020 0.0066
O -4.488 -1.180 4.752 0.0201 0.0147 0.0009
C -1.340 -3.017 -3.030 -0.0267 0.0130 0.0230
H -2.394 4.955 -4.232 0.0018 0.0001 0.0090
H -1.929 -3.459 -0.280 0.0003 0.0000 0.0006
H 3.611 -0.634 -2.385 0.0191 0.0069 0.0232
H -4.583 -1.112 -0.419 0.0004 -0.0015 0.0048
H 2.750 2.615 0.863 0.0064 -0.0088 0.0050
C -1.297 0.154 -3.911 -0.0284 -0.0004 -0.0258
H 2.739 1.049 2.500 -0.0736 -0.0284 -0.0656
H -2.196 -0.961 3.158 -0.0102 0.0004 -0.0033
H 4.061 -1.627 -1.015 -0.0161 -0.0261 0.0572
H -0.801 2.296 4.764 0.0014 0.0003 -0.0043
C -4.536 -1.135 0.662 0.0110 0.0050 -0.0176
H 0.720 -1.491 -4.864 0.0239 -0.0184 0.0092
H -0.714 -4.725 -0.204 -0.0070 -0.0013 0.0178
H -0.841 -0.803 -4.111 -0.0101 0.0117 0.0230
H 2.387 -1.366 -4.316 -0.0067 0.0102 -0.0151
H 1.826 -0.468 2.351 -0.0030 -0.0178 0.0067
C 2.370 0.303 1.802 0.0031 0.1122 -0.0298
H -1.206 -2.874 -4.101 0.0124 0.0049 0.0051
C 0.331 1.570 1.665 -0.0349 0.0199 0.0155
C 2.154 2.036 0.153 -0.0026 -0.0023 0.0329
N 3.477 -0.213 1.045 -0.1110 -0.0947 -0.0297
C -2.051 4.308 -3.437 -0.0185 0.0442 0.0216
C 4.815 0.602 3.450 0.0736 -0.0561 0.0207
H -1.426 0.680 -4.858 0.0147 0.0022 0.0028
H -1.487 2.736 -4.765 -0.0006 0.0049 0.0087
H 6.854 2.063 2.348 -0.0012 -0.0003 0.0049
C 0.050 -2.856 -0.880 -0.0461 -0.0908 0.1090
C -0.886 -3.659 -0.032 0.0071 -0.0073 -0.0408
H -0.742 -3.464 1.030 0.0014 -0.0086 0.0015
N -0.692 1.696 -0.459 0.0192 -0.1063 0.2208
Hf -0.015 -0.302 -0.864 0.2434 0.1507 -0.7906
C 0.323 1.691 3.045 0.0355 -0.0087 0.0111
H 1.164 1.386 3.650 -0.0322 0.0032 -0.0003
H 7.366 0.389 2.629 -0.0103 -0.0034 0.0024
H 1.474 0.391 -3.677 0.0305 -0.0892 -0.0112
N -0.464 0.934 -2.971 -0.1283 -0.0158 0.2070
H -2.273 -0.003 -3.456 -0.0023 0.0036 0.0009
C -3.164 -1.057 2.686 0.0281 0.0055 -0.0020
C 6.742 1.032 2.005 -0.0090 0.0273 0.0073
C -0.156 -2.543 -2.242 0.1448 0.0514 0.0634
H -2.790 2.691 0.995 0.0148 -0.0104 0.0058
```
Positions in Å, forces in eV/Å.



Record 4
Here is a 2-piece molecular cluster, C3H7N overall from the Open Molecules 2025 dataset. Energies are from ωB97M-V/def2-TZVPD.

Properties
Energy relative to the best compared isomer or geometry (same formula, charge and spin) (kJ/mol): 152.5
Frontier orbital gap (eV): 11.4635
Total charge: 0
2S+1: 1
DFT total energy (Ha): -173.183977
SMILES string: C=C.C=N

Structure (XYZ):
```
11
Properties=species:S:1:pos:R:3:forces:R:3
N -2.988 -3.942 2.954 0.0519 0.0149 0.4273
C -3.782 -3.665 2.022 -0.6388 0.2981 -0.3996
H 3.217 3.819 -0.853 0.1823 0.8245 -0.4292
C 3.647 4.125 -2.993 0.0543 0.9005 -0.5255
H -4.028 -2.627 1.791 0.3586 0.0943 0.0565
H -2.936 -4.946 3.119 0.1543 -0.0754 -0.2027
C 3.165 3.559 -1.909 -0.0589 -1.5119 0.6077
H 4.099 5.113 -3.047 0.0331 -0.1002 0.3719
H -4.334 -4.372 1.399 0.0741 -0.3319 0.1183
H 2.755 2.555 -1.999 -0.1570 0.0749 -0.2012
H 3.545 3.661 -3.969 -0.0538 -0.1879 0.1765
```
Positions in Å, forces in eV/Å.